A molecular structure, C4H2F2 in a non-equilibrium geometry, computed with ωB97M-V with the def2-TZVPD basis set.

```
8
Properties=species:S:1:pos:R:3:lowdin_charge:R:1
C -1.822 1.152 -0.660 0.249
C -0.815 0.432 -0.400 -0.264
C 0.267 -0.644 -0.566 0.039
C 0.162 0.102 0.655 -0.311
F 1.372 1.316 0.959 -0.156
F -0.133 -0.284 1.858 0.179
H -0.075 -1.673 -0.568 0.132
H 1.043 -0.402 -1.277 0.132
```

Calculated values
energy = -9608.6324 eV
net charge = 0
E_LUMO = -1.327 eV
Kohn-Sham gap = 10.089 eV
ΔE to the lowest compared entry with this formula, charge and spin = 4.082 eV

---

A single C5H6O2 molecule, computed with ωB97M-V with the def2-TZVPD basis set.

```
13
Properties=species:S:1:pos:R:3:lowdin_charge:R:1
C -2.042 -0.378 -0.031 -0.054
C -0.647 0.185 -0.163 -0.265
O 0.264 -0.899 -0.319 0.021
C 1.583 -0.724 -0.138 -0.502
O 2.362 -1.621 -0.316 0.127
C 2.027 0.635 0.303 -0.148
C 1.400 1.742 0.599 0.225
H -2.085 -1.058 0.820 0.085
H -2.762 0.432 0.121 0.087
H -2.305 -0.934 -0.931 0.084
H -0.420 0.771 0.743 0.087
H 3.108 0.740 0.417 0.123
H -0.581 0.848 -1.027 0.131
```

Calculated values
energy = -9373.3408 eV
net charge = 0
E_LUMO = -0.831 eV
Kohn-Sham gap = 10.039 eV
ΔE to the lowest compared entry with this formula, charge and spin = 3.755 eV

---

A single CH2F2N2O molecule in a non-equilibrium geometry, computed with ωB97M-V with the def2-TZVPD basis set.

```
8
Properties=species:S:1:pos:R:3:lowdin_charge:R:1
N 0.073 0.088 0.068 0.107
N 1.207 0.921 -0.060 -0.198
O 0.960 2.156 -0.139 0.001
C 2.434 -0.150 0.377 -0.224
F 3.678 0.166 0.032 0.079
F 2.121 -1.304 -0.192 0.059
H 0.230 -0.831 -0.207 0.058
H -0.743 0.610 -0.243 0.118
```

Calculated values
energy = -11526.5375 eV
net charge = 0
SMILES = N[N+]([O-])=C(F)F
E_LUMO (spin up / spin down) = -0.900 / -0.413 eV
Kohn-Sham gap (spin up / spin down) = 7.664 / 8.743 eV
ΔE to the lowest compared entry with this formula, charge and spin = 3.488 eV

---

3 unconnected molecules or ions with the total composition C2H12NO3 in a non-equilibrium geometry, computed with ωB97M-V with the def2-TZVPD basis set.

```
18
Properties=species:S:1:pos:R:3:lowdin_charge:R:1
C 0.494 1.730 -0.127 -0.234
O 0.978 1.859 1.190 -0.049
C -0.732 0.823 -0.097 -0.129
N -0.286 -0.536 0.319 0.188
H 0.205 2.703 -0.520 0.137
H 1.283 1.303 -0.750 0.125
H 1.025 2.736 1.570 0.103
H -1.019 0.781 -1.146 0.108
H -1.509 1.194 0.562 0.140
H 0.046 -0.868 -0.603 0.143
H 0.510 -0.625 0.957 0.156
H -0.993 -1.244 0.520 0.154
H -0.951 -3.098 2.553 0.060
H 0.435 -2.857 2.953 0.055
O -0.181 -2.592 2.270 -0.042
H 0.588 -1.095 -3.030 0.062
H 0.147 0.156 -3.713 0.080
O -0.044 -0.368 -2.907 -0.057
```

Calculated values
energy = -9894.7626 eV
net charge = +1
E_LUMO = -3.052 eV
Kohn-Sham gap = 11.484 eV
ΔE to the lowest compared entry with this formula, charge and spin = 0.681 eV

---

A single C8H13BO2 molecule in a non-equilibrium geometry, computed with ωB97M-V with the def2-TZVPD basis set.

```
24
Properties=species:S:1:pos:R:3:lowdin_charge:R:1
C 2.906 1.154 -0.040 -0.046
C 1.722 0.299 0.351 -0.340
C 1.881 -0.946 0.849 -0.065
C 0.759 -1.869 0.916 -0.077
C -0.439 -1.521 0.384 -0.092
C -0.813 -0.278 -0.231 -0.331
C -0.830 -0.444 -1.792 -0.023
B -2.203 0.272 0.269 -0.593
O -3.369 -0.378 -0.087 0.167
O -2.215 1.461 1.012 0.169
C 0.409 0.865 0.179 -0.066
H 2.784 1.383 -1.184 0.121
H 3.629 0.403 0.294 0.071
H 2.940 2.092 0.456 0.058
H 2.783 -1.447 1.121 0.095
H 0.802 -2.624 1.673 0.092
H -1.303 -2.337 0.307 0.160
H 0.135 -0.110 -2.288 0.104
H -1.474 0.415 -2.130 0.085
H -1.384 -1.306 -2.144 0.079
H -4.148 0.149 0.174 0.115
H -3.004 1.813 1.297 0.056
H -0.068 1.258 1.152 0.140
H 0.501 1.697 -0.540 0.119
```

Calculated values
energy = -13278.4573 eV
net charge = 0
SMILES = CC1=CC=C[C@@](C)(B(O)O)C1
E_LUMO = 0.181 eV
Kohn-Sham gap = 7.793 eV
ΔE to the lowest compared entry with this formula, charge and spin = 1.776 eV

---

A molecular structure, C12H10CdN2O5 in a non-equilibrium geometry, computed with ωB97M-V with the def2-TZVPD basis set.

```
30
Properties=species:S:1:pos:R:3:lowdin_charge:R:1
Cd 1.555 -1.546 0.209 1.143
C 2.408 -0.821 2.096 0.023
O 2.428 -0.370 3.164 0.189
C 3.065 -3.227 -0.624 -0.003
O 3.926 -3.976 -0.477 0.163
C 2.717 0.139 -1.386 0.009
O 3.442 0.942 -1.796 0.140
C -0.180 -3.181 0.429 -0.025
O -0.866 -3.937 0.937 0.169
C -0.241 -1.653 -3.400 -0.082
H -1.209 -1.840 -2.906 0.054
H 0.025 -0.594 -3.560 0.060
C 0.675 -2.623 -3.521 -0.098
H 1.734 -2.346 -3.628 0.046
H 0.551 -3.549 -2.939 0.044
N -1.128 4.378 2.063 0.201
C -0.365 3.426 1.463 -0.470
O 0.811 3.685 1.194 0.052
C -0.989 2.101 1.102 -0.082
C -2.332 1.791 1.343 0.040
C -2.768 0.513 0.962 0.004
C -1.837 -0.396 0.403 -0.116
N -0.505 -0.121 0.262 -0.055
C -0.109 1.147 0.521 -0.092
H -0.699 5.232 2.364 0.131
H -2.025 4.118 2.415 0.089
H -3.034 2.501 1.798 0.135
H -3.808 0.195 1.107 0.133
H -2.178 -1.401 0.078 0.108
H 0.938 1.412 0.328 0.089
```

Calculated values
energy = -30368.7011 eV
net charge = +2
E_LUMO = -8.730 eV
Kohn-Sham gap = 6.915 eV